No. 1
127
Properties=species:S:1:pos:R:3:lowdin_charge:R:1 method="wB97M-V/def2-TZVPD" e_above_lowest_kj_mol=118.2 fmax_ev_per_a=0.76 multiplicity=1 energy_ev=-244093.6239 total_charge=-2
Sc 0.55 -0.08 0.32 0.586
O -0.77 -1.69 0.62 -0.342
N -1.27 -1.92 1.84 -0.194
C -2.57 -2.26 1.92 -0.029
C -3.18 -2.48 3.12 -0.058
C -2.42 -2.31 4.28 -0.066
C -1.11 -1.92 4.19 -0.090
C -0.50 -1.68 2.95 -0.658
S 1.07 -1.08 2.74 0.747
H -3.06 -2.30 0.96 0.108
H -4.23 -2.72 3.14 0.101
H -2.88 -2.44 5.25 0.105
H -0.52 -1.71 5.07 0.101
S -3.99 1.90 3.23 -0.239
As -1.93 2.49 3.10 -0.493
S -1.31 1.31 1.16 0.141
S -0.64 1.85 4.64 -0.166
S -1.63 4.53 2.50 -0.187
N 2.73 0.62 -2.66 0.152
C 2.50 -0.73 -2.68 -0.383
C 3.41 -1.60 -3.32 -0.018
C 3.10 -2.93 -3.45 -0.072
C 1.89 -3.39 -2.93 -0.090
C 1.10 -2.49 -2.26 -0.161
N 1.38 -1.19 -2.12 0.091
H 3.71 0.87 -2.59 0.092
H 2.14 1.12 -2.01 0.039
H 4.34 -1.19 -3.71 0.108
H 3.79 -3.60 -3.94 0.104
H 1.60 -4.43 -3.01 0.096
H 0.19 -2.82 -1.78 0.082
C -0.50 2.84 -3.19 -0.240
S -0.80 2.40 -1.47 0.799
C -0.28 3.95 -0.74 -0.270
O 0.38 1.42 -1.28 -0.705
H -1.23 3.58 -3.51 0.054
H -0.63 1.93 -3.78 0.027
H 0.52 3.22 -3.33 0.055
H -0.90 4.73 -1.19 0.065
H 0.77 4.11 -0.97 0.053
H -0.49 3.91 0.34 -0.069
C 7.20 -1.94 -0.02 -0.069
C 5.70 -2.07 0.06 -0.294
C 5.09 -3.31 0.02 -0.053
C 3.70 -3.40 0.13 -0.280
C 3.02 -4.75 0.13 -0.048
C 2.95 -2.26 0.27 -0.058
C 3.51 -0.96 0.34 -0.301
C 4.93 -0.92 0.21 -0.012
N 2.70 0.13 0.50 -0.068
C 3.21 1.36 1.14 -0.438
C 1.98 2.19 1.54 -0.154
C 2.34 3.50 2.24 -0.269
C 3.13 3.17 3.51 -0.112
C 4.38 2.39 3.13 -0.284
C 5.25 3.22 2.18 -0.129
C 4.45 3.56 0.92 -0.290
C 3.20 4.35 1.31 -0.118
C 4.04 2.27 0.21 -0.084
C 3.99 1.08 2.44 -0.079
H 7.63 -2.76 -0.60 0.065
H 7.65 -1.98 0.98 0.074
H 7.49 -1.00 -0.48 0.067
H 5.69 -4.21 -0.07 0.099
H 3.72 -5.54 0.40 0.068
H 2.62 -4.99 -0.85 0.053
H 2.20 -4.76 0.85 0.081
H 1.87 -2.39 0.36 0.062
H 5.44 0.03 0.25 0.083
H 1.32 1.63 2.21 0.044
H 1.42 2.42 0.63 0.065
H 1.41 4.01 2.50 0.110
H 2.49 2.59 4.18 0.103
H 3.40 4.10 4.03 0.118
H 4.96 2.14 4.03 0.133
H 6.16 2.65 1.91 0.113
H 5.58 4.14 2.68 0.111
H 5.08 4.16 0.25 0.129
H 2.64 4.63 0.42 0.104
H 3.49 5.29 1.81 0.116
H 4.93 1.77 -0.18 0.097
H 3.41 2.52 -0.66 0.111
H 3.34 0.49 3.10 0.098
H 4.88 0.48 2.26 0.107
F -2.39 -2.75 -8.60 0.125
C -1.56 -1.84 -8.05 -0.585
F -0.31 -2.24 -8.32 0.131
F -1.75 -0.69 -8.74 0.130
C -1.79 -1.65 -6.58 -0.132
C -2.98 -2.07 -6.00 -0.009
C -3.19 -1.86 -4.65 -0.059
C -2.23 -1.24 -3.87 -0.348
C -1.03 -0.83 -4.47 -0.079
C -0.81 -1.03 -5.82 0.003
P -2.37 -0.92 -2.07 1.146
C -3.56 0.46 -1.99 -0.391
C -3.92 0.90 -0.72 -0.133
C -4.65 2.07 -0.55 0.013
C -5.04 2.79 -1.67 -0.121
C -4.70 2.35 -2.95 -0.029
C -3.96 1.19 -3.11 -0.086
C -5.80 4.07 -1.55 -0.586
F -5.05 5.14 -1.91 0.128
F -6.25 4.31 -0.32 0.159
F -6.88 4.09 -2.38 0.106
C -3.40 -2.37 -1.59 -0.361
C -4.78 -2.32 -1.43 -0.061
C -5.49 -3.45 -1.04 -0.005
C -4.81 -4.64 -0.82 -0.131
C -3.43 -4.70 -0.96 -0.002
C -2.73 -3.57 -1.33 -0.082
C -5.59 -5.84 -0.40 -0.585
F -6.11 -5.70 0.84 0.138
F -6.65 -6.07 -1.21 0.124
F -4.86 -6.97 -0.39 0.128
H -3.74 -2.56 -6.60 0.117
H -4.12 -2.20 -4.20 0.108
H -0.25 -0.39 -3.85 0.082
H 0.12 -0.72 -6.27 0.126
H -3.58 0.39 0.18 0.049
H -4.83 2.41 0.47 0.077
H -5.02 2.92 -3.82 0.116
H -3.69 0.87 -4.11 0.097
H -5.31 -1.39 -1.60 0.108
H -6.56 -3.40 -0.92 0.124
H -2.90 -5.62 -0.76 0.120
H -1.65 -3.61 -1.38 0.089

---

No. 2
10
Properties=species:S:1:pos:R:3:nbo_charge:R:1 method="wB97M-V/def2-TZVPD" e_above_lowest_kj_mol=70.3 fmax_ev_per_a=1.24 multiplicity=1 smiles="C=O.CS" energy_ev=-15052.7033
C 2.09 1.59 3.03 -0.728
S 0.75 2.10 1.91 -0.053
H 2.97 2.15 2.72 0.218
H 2.30 0.54 2.87 0.216
H 1.92 1.81 4.07 0.227
H -0.15 2.42 2.83 0.120
O -1.65 -3.26 -4.41 -0.495
C -2.25 -3.01 -3.40 0.259
H -3.29 -2.64 -3.41 0.120
H -1.64 -3.14 -2.48 0.116

---

No. 3
13
Properties=species:S:1:pos:R:3:nbo_charge:R:1 method="wB97M-V/def2-TZVPD" e_above_lowest_kj_mol=598.7 fmax_ev_per_a=11.12 multiplicity=1 smiles=C1Cc2[nH]nnc2O1 energy_ev=-10741.4091
C -2.10 -0.07 0.25 -0.053
C -1.26 1.19 -0.11 -0.470
C 0.20 0.73 -0.26 -0.006
C 0.07 -0.63 -0.26 0.349
H -3.14 -0.11 -0.36 0.185
H -2.44 -0.37 1.21 0.196
H -1.76 1.61 -0.97 0.229
H -1.18 1.90 0.74 0.232
H 2.09 1.95 -0.16 0.412
N 1.54 0.96 0.29 -0.386
N 2.06 -0.27 -0.03 0.000
N 1.27 -1.12 0.08 -0.203
O -1.14 -1.17 -0.06 -0.484

---

No. 4
62
Properties=species:S:1:pos:R:3:lowdin_spin:R:1 method="wB97M-V/def2-TZVPD" s_squared=6.06 e_above_lowest_kj_mol=0.0 fmax_ev_per_a=2.32 multiplicity=5 energy_ev=-75604.7920 total_charge=+3
Pd -0.05 -0.01 1.95 1.174
C -2.92 -1.11 2.94 0.017
C -3.00 0.32 3.46 0.017
S -1.78 1.52 2.73 0.178
C -0.94 2.15 4.20 0.016
C -0.19 1.13 5.06 0.013
S 0.96 0.06 4.14 0.160
C 0.63 -1.54 4.87 0.012
C -0.79 -2.07 4.66 0.011
S -1.30 -1.90 2.88 0.176
H -3.59 -1.78 3.50 0.005
H -3.24 -1.17 1.89 0.000
H -4.01 0.69 3.25 0.003
H -2.84 0.35 4.53 0.000
H -0.23 2.90 3.81 0.000
H -1.67 2.65 4.86 0.005
H 0.41 1.61 5.81 0.004
H -0.89 0.47 5.58 0.000
H 1.36 -2.18 4.38 0.000
H 0.90 -1.51 5.93 0.004
H -0.84 -3.14 4.95 0.003
H -1.51 -1.51 5.25 0.000
C -4.41 3.34 -7.48 0.007
C -3.09 2.90 -6.93 0.021
O -2.50 1.90 -7.13 0.012
S -2.44 4.24 -5.73 0.297
C -1.72 3.38 -4.45 0.131
C -1.28 4.13 -3.32 0.074
C -0.73 3.56 -2.21 0.008
C -0.55 2.15 -2.17 0.157
C -0.94 1.39 -3.34 0.019
C -1.51 1.96 -4.43 0.061
C -0.16 1.48 -1.01 0.109
C 0.00 0.87 0.05 0.254
H -4.58 2.69 -8.34 0.001
H -4.36 4.38 -7.77 0.000
H -5.19 3.16 -6.73 0.001
H -1.44 5.18 -3.37 0.001
H -0.45 4.16 -1.36 -0.002
H -0.73 0.33 -3.33 -0.001
H -1.78 1.36 -5.29 0.002
C 3.41 -4.22 -0.60 0.055
N 2.40 -3.18 -0.71 0.549
C 1.38 -3.30 -1.71 0.062
C 2.45 -2.12 0.21 0.028
N 1.44 -2.07 1.04 0.256
N 3.55 -1.36 0.29 -0.017
C 3.71 -0.43 1.36 0.003
C 4.44 -1.28 -0.83 0.003
H 2.96 -5.19 -0.59 0.018
H 4.07 -4.11 0.25 0.001
H 4.02 -4.21 -1.52 0.031
H 1.93 -3.36 -2.65 0.031
H 0.72 -2.43 -1.71 0.000
H 0.83 -4.22 -1.61 0.022
H 0.71 -2.77 0.91 0.006
H 3.05 -0.67 2.17 0.001
H 3.48 0.57 1.01 0.000
H 4.74 -0.40 1.70 0.000
H 4.02 -1.71 -1.72 0.002
H 5.36 -1.81 -0.61 0.000
H 4.73 -0.24 -0.99 -0.001

---

No. 5
14
Properties=species:S:1:pos:R:3:nbo_charge:R:1 method="wB97M-V/def2-TZVPD" e_above_lowest_kj_mol=202.8 fmax_ev_per_a=4.35 multiplicity=1 smiles="C1=[NH+][C@@H]2O[C@@H]2CN1" energy_ev=-9280.6878 total_charge=+1
C 0.97 1.03 -0.65 0.404
C -1.09 -0.26 -0.69 -0.283
C -0.77 -0.86 0.69 0.031
C 0.49 -0.49 1.29 0.185
N -0.13 0.67 -1.24 -0.476
N 1.27 0.61 0.59 -0.551
O 0.40 -1.67 0.56 -0.436
H 1.53 1.76 -1.18 0.242
H -1.31 -1.19 -1.18 0.260
H -2.19 0.26 -0.74 0.247
H -1.73 -1.04 1.23 0.249
H 0.63 -0.64 2.39 0.246
H -0.25 1.21 -2.06 0.440
H 2.18 0.59 0.99 0.442

---

No. 6
98
Properties=species:S:1:pos:R:3:lowdin_spin:R:1 method="wB97M-V/def2-TZVPD" s_squared=2.03 fmax_ev_per_a=3.97 multiplicity=3 energy_ev=-65973.4282 total_charge=+2
W -1.18 1.10 -0.75 1.663
C 1.10 0.32 2.29 0.002
C 0.33 1.47 3.06 0.000
C -0.25 2.53 2.06 0.007
N -1.27 2.09 1.11 0.026
C -2.53 2.53 1.35 0.036
C -2.97 2.85 2.67 -0.013
C -4.17 3.39 3.11 0.019
C -5.33 3.80 2.41 -0.017
C -5.50 3.79 1.03 0.016
C -4.60 3.38 0.10 -0.011
C -3.37 2.67 0.18 0.039
N -2.83 2.15 -0.97 0.024
C -3.53 2.42 -2.21 0.008
C -3.18 1.54 -3.42 0.001
C -1.76 1.40 -3.80 0.005
N -0.97 0.69 -2.80 0.014
C 0.03 -0.16 -3.11 0.030
C 0.35 -0.37 -4.51 -0.005
C 1.06 -1.42 -5.07 0.015
C 1.61 -2.60 -4.53 -0.007
C 1.85 -2.80 -3.15 0.020
C 1.54 -1.93 -2.10 -0.006
C 0.64 -0.88 -2.00 0.024
N 0.28 -0.33 -0.78 0.021
C 0.65 -1.21 0.34 0.017
C 0.23 -0.76 1.67 0.012
H 1.78 -0.06 3.01 0.000
H 1.73 0.86 1.59 0.000
H 1.02 2.06 3.63 0.000
H -0.43 1.07 3.77 0.000
H 0.61 2.89 1.48 -0.001
H -0.60 3.39 2.69 0.000
H -2.31 2.56 3.41 -0.001
H -4.26 3.48 4.19 0.001
H -6.24 4.10 2.97 -0.001
H -6.43 4.23 0.64 0.001
H -4.90 3.62 -0.91 -0.001
H -3.34 3.46 -2.47 0.000
H -4.64 2.27 -2.01 -0.001
H -3.81 2.02 -4.20 0.000
H -3.65 0.58 -3.21 0.000
H -1.27 2.40 -3.95 0.000
H -1.82 0.88 -4.83 0.000
H 0.07 0.42 -5.23 0.000
H 1.03 -1.34 -6.14 0.001
H 1.92 -3.37 -5.22 -0.001
H 2.37 -3.66 -2.91 0.001
H 1.82 -2.26 -1.11 -0.001
H 1.73 -1.37 0.32 0.000
H 0.21 -2.11 0.06 0.000
H 0.32 -1.66 2.31 0.000
H -0.80 -0.51 1.82 0.005
C 4.18 2.46 -1.15 0.000
N 2.75 2.82 -1.26 0.002
C 1.80 1.91 -0.95 0.007
N 0.63 2.44 -1.11 0.007
C 0.89 3.74 -1.50 0.004
N 2.14 4.05 -1.69 0.002
C 4.55 1.47 -0.08 0.000
C 5.08 1.94 1.12 0.000
C 5.37 1.07 2.25 0.000
C 5.01 -0.22 2.06 0.000
C 4.48 -0.77 0.87 0.000
C 4.27 0.05 -0.17 0.000
C 3.96 -2.17 0.75 0.000
N 3.97 -2.97 -0.28 0.000
N 2.95 -3.91 -0.01 0.000
C 2.44 -3.68 1.16 0.000
O 3.02 -2.62 1.68 0.000
C 1.26 -4.12 1.84 0.000
C 1.19 -4.24 3.24 0.000
C -0.06 -4.39 3.79 0.000
C -1.24 -4.24 3.07 0.000
C -1.18 -4.29 1.70 0.000
C -2.43 -4.09 0.87 0.000
N -2.58 -2.90 0.04 0.001
C -2.44 -1.67 0.41 0.007
N -2.37 -0.90 -0.66 0.014
C -2.39 -1.82 -1.70 0.004
N -2.56 -3.05 -1.34 0.002
C 0.09 -4.37 1.10 0.000
H 4.71 3.41 -1.01 0.000
H 4.53 2.02 -2.03 0.000
H 2.02 1.00 -0.44 0.000
H 0.12 4.42 -1.71 0.000
H 5.30 2.98 1.34 0.000
H 5.65 1.44 3.20 0.000
H 5.07 -0.88 2.88 0.000
H 3.83 -0.47 -1.03 0.000
H 2.04 -4.09 3.87 0.000
H -0.03 -4.42 4.91 0.000
H -2.19 -4.04 3.57 0.000
H -3.27 -4.29 1.56 0.000
H -2.41 -4.99 0.24 0.000
H -2.32 -1.36 1.39 0.001
H -2.37 -1.56 -2.72 0.000
H 0.21 -4.36 0.03 0.000

---

No. 7
166
Properties=species:S:1:pos:R:3:lowdin_charge:R:1 method="wB97M-V/def2-TZVPD" fmax_ev_per_a=2.34 multiplicity=1 energy_ev=-199412.6301
C -1.05 -5.62 -5.40 -0.095
C 0.37 -5.12 -5.71 -0.201
C 0.52 -3.62 -5.75 -0.215
O 0.81 -3.13 -4.46 -0.145
C 0.44 -1.80 -4.29 -0.256
C 0.78 -1.27 -2.88 -0.232
S 2.59 -1.52 -2.71 0.695
O 3.28 -0.60 -3.55 -0.248
O 2.93 -2.88 -2.92 -0.185
F 2.92 -1.25 -1.22 -0.096
C 0.34 0.29 -2.82 -0.315
C 1.37 1.48 -2.63 -0.316
C 2.08 1.90 -3.95 -0.090
C 2.41 1.55 -1.50 -0.190
C 1.95 1.38 -0.05 -0.246
C 2.97 1.97 0.94 -0.087
P -0.57 0.83 -4.46 0.992
C -1.07 2.57 -4.08 -0.242
O -2.02 0.08 -4.25 -0.315
N -0.73 0.46 -1.81 0.113
C -0.69 -0.13 -0.62 -0.339
N -1.32 0.36 0.43 -0.052
N -1.19 -0.35 1.63 0.120
C -2.15 1.57 0.35 -0.110
C -3.31 1.46 -0.65 -0.160
C -4.56 0.92 0.00 -0.174
C -5.73 1.05 -0.96 -0.193
O -5.53 0.18 -2.09 -0.013
C -6.01 0.59 -3.26 -0.353
O -6.07 -0.12 -4.23 0.077
N 0.04 -1.27 -0.51 0.138
C 0.06 -2.07 -1.73 -0.268
C 0.82 -3.50 -1.28 -0.727
O 0.56 -4.44 -2.01 0.028
O 1.46 -3.35 -0.25 0.029
S -1.67 -2.67 -1.94 0.689
O -2.59 -1.60 -2.20 -0.255
O -1.92 -3.47 -0.79 -0.225
F -1.67 -3.57 -3.20 -0.102
H -1.76 -4.80 -5.33 0.056
H -1.08 -6.21 -4.49 0.073
H -1.40 -6.28 -6.19 0.062
H 0.64 -5.48 -6.70 0.102
H 1.10 -5.54 -5.01 0.118
H -0.40 -3.17 -6.16 0.127
H 1.32 -3.33 -6.44 0.127
H 0.99 -1.19 -5.03 0.113
H -0.64 -1.73 -4.44 0.100
H 0.74 2.34 -2.39 0.099
H 2.14 1.10 -4.68 0.055
H 1.63 2.79 -4.38 0.066
H 3.11 2.16 -3.73 0.086
H 2.78 2.57 -1.56 0.117
H 3.29 0.95 -1.69 0.096
H 1.02 1.94 0.07 0.096
H 1.75 0.35 0.21 0.087
H 2.46 2.49 1.75 0.065
H 3.62 2.69 0.45 0.069
H 3.60 1.19 1.37 0.075
H -1.01 2.90 -3.04 0.032
H -2.12 2.68 -4.37 0.043
H -0.49 3.26 -4.68 0.035
H -2.68 0.43 -4.85 0.063
H -1.12 1.39 -1.83 0.094
H -0.63 0.18 2.28 0.114
H -2.10 -0.55 2.03 -0.024
H -2.54 1.74 1.36 0.070
H -1.51 2.43 0.10 0.120
H -3.08 0.80 -1.49 0.092
H -3.49 2.45 -1.08 0.123
H -4.44 -0.14 0.20 0.108
H -4.85 1.45 0.91 0.113
H -5.77 2.08 -1.32 0.118
H -6.67 0.82 -0.47 0.114
H -6.34 1.64 -3.29 0.145
H -0.31 -1.87 0.23 0.140
C -5.73 -0.72 4.79 -0.200
C -5.00 0.18 5.79 -0.196
C -3.55 0.32 5.32 -0.211
S -3.59 0.13 3.54 0.757
O -2.86 -1.06 3.15 -0.295
O -3.28 1.39 2.89 -0.336
C -5.34 -0.20 3.41 -0.217
H -6.81 -0.70 4.92 0.122
H -5.40 -1.75 4.90 0.123
H -5.47 1.17 5.82 0.117
H -5.04 -0.22 6.80 0.120
H -3.14 1.30 5.56 0.048
H -2.91 -0.46 5.72 0.117
H -5.51 -0.91 2.60 0.071
H -5.83 0.75 3.18 0.118
C 6.05 -3.33 -4.09 -0.213
C 7.48 -3.84 -3.91 -0.210
C 8.42 -2.84 -4.59 -0.227
S 7.58 -1.25 -4.51 0.670
O 7.27 -0.82 -5.85 -0.329
O 8.29 -0.37 -3.60 -0.343
C 6.08 -1.85 -3.74 -0.239
H 5.34 -3.87 -3.47 0.107
H 5.74 -3.45 -5.13 0.124
H 7.72 -3.90 -2.85 0.114
H 7.62 -4.84 -4.33 0.115
H 9.38 -2.75 -4.08 0.068
H 8.58 -3.07 -5.64 0.106
H 5.23 -1.29 -4.11 0.073
H 6.19 -1.70 -2.66 0.113
C -6.86 -5.00 -0.02 -0.211
C -7.42 -4.25 -1.24 -0.202
C -8.03 -2.93 -0.73 -0.205
S -7.12 -2.51 0.76 0.681
O -8.01 -2.55 1.89 -0.317
O -6.28 -1.35 0.56 -0.338
C -6.07 -3.96 0.78 -0.214
H -6.23 -5.83 -0.31 0.119
H -7.68 -5.39 0.59 0.119
H -6.60 -4.03 -1.93 0.121
H -8.16 -4.84 -1.77 0.115
H -7.92 -2.12 -1.45 0.101
H -9.07 -3.04 -0.45 0.105
H -5.89 -4.24 1.82 0.111
H -5.14 -3.70 0.29 0.111
C -1.34 5.20 8.26 -0.226
C -1.39 4.37 9.56 -0.202
C -2.28 3.15 9.28 -0.210
S -2.12 2.82 7.51 0.675
O -3.41 3.04 6.89 -0.327
O -1.40 1.59 7.30 -0.320
C -1.06 4.21 7.14 -0.221
H -0.58 5.97 8.30 0.118
H -2.30 5.69 8.10 0.104
H -0.39 4.05 9.83 0.117
H -1.78 4.95 10.39 0.116
H -1.96 2.26 9.82 0.103
H -3.33 3.35 9.48 0.105
H -1.31 4.59 6.15 0.094
H -0.03 3.85 7.16 0.113
C -2.81 8.85 3.35 -0.218
C -3.65 7.58 3.15 -0.211
C -3.36 6.64 4.33 -0.216
S -2.92 7.71 5.71 0.661
O -1.54 7.46 6.06 -0.322
O -3.95 7.66 6.71 -0.319
C -3.01 9.25 4.81 -0.228
H -3.11 9.64 2.67 0.116
H -1.76 8.63 3.17 0.120
H -4.71 7.84 3.13 0.117
H -3.42 7.09 2.20 0.113
H -4.23 6.05 4.62 0.105
H -2.51 5.99 4.13 0.100
H -2.25 9.93 5.19 0.109
H -4.01 9.67 4.98 0.109
C 12.78 -2.29 -1.58 -0.218
C 12.46 -3.13 -0.33 -0.213
C 11.60 -4.32 -0.78 -0.215
S 12.07 -4.65 -2.48 0.668
O 10.94 -4.38 -3.33 -0.322
O 12.77 -5.91 -2.57 -0.319
C 13.23 -3.29 -2.64 -0.229
H 13.55 -1.55 -1.38 0.115
H 11.88 -1.77 -1.91 0.120
H 13.38 -3.49 0.12 0.115
H 11.94 -2.54 0.43 0.114
H 11.78 -5.21 -0.19 0.102
H 10.54 -4.08 -0.77 0.103
H 13.19 -2.91 -3.65 0.108
H 14.22 -3.69 -2.43 0.107